# 1
The following is a DFT calculation (ωB97M-V/def2-TZVPD) of a cluster of 2 separate species, C4H11N2O in total in a non-equilibrium geometry.

Each line ends with the Löwdin charge.
Cartesian coordinates (Å):
C -1.937 -0.495 -0.010  -0.227
C 2.769 0.431 -0.702  -0.053
C 1.676 -0.941 1.013  -0.158
C -2.060 0.462 1.133  -0.235
N 1.618 0.090 0.115  -0.302
N 0.503 0.702 -0.048  -0.187
O 0.506 1.701 -0.919  -0.291
H -2.959 -0.533 -0.433  0.052
H -1.130 0.076 -0.522  0.033
H -1.690 -1.545 0.220  0.055
H 2.361 1.216 -1.422  0.080
H 3.474 1.003 -0.122  0.069
H 3.140 -0.465 -1.086  0.049
H -1.012 0.761 1.407  0.045
H 0.676 -1.234 1.233  -0.025
H 2.312 -1.751 0.765  -0.049
H -2.441 1.400 0.578  0.089
H -2.549 0.197 2.092  0.052

The total charge is -1. The calculation puts the total energy at -343.59337 a.u. The LUMO energy is 4.2 eV. For the largest force on an atom, the calculation gives 0.0647 hartree/bohr. Its HOMO energy is -1.5 eV.


# 2
The following is a DFT calculation (ωB97M-V/def2-TZVPD) of the ion C5H9O5 with charge +1 in a non-equilibrium geometry.

Each line ends with the Löwdin charge.
Cartesian coordinates (Å):
C 0.622 -1.691 -0.464  0.058
C -0.765 -1.066 -0.078  -0.287
C -0.774 0.444 -0.437  -0.284
C 0.126 1.172 0.570  -0.267
C 1.518 0.495 0.621  -0.056
O 2.216 0.224 -0.570  0.168
O -1.046 -1.256 1.262  0.059
O -1.979 1.143 -0.622  0.042
O 0.556 2.447 0.211  0.041
O 1.741 -0.887 0.171  0.021
H 0.809 -2.611 0.145  0.170
H 0.857 -1.720 -1.588  0.186
H -1.489 -1.680 -0.885  0.232
H -0.154 0.637 -1.311  0.160
H -0.205 1.058 1.707  0.213
H 2.209 0.797 1.395  0.188
H -1.782 -1.797 1.317  0.087
H -2.211 1.292 -1.541  0.120
H -0.248 3.000 0.098  0.147

The total charge is +1. The calculation puts the total energy at -571.63449 a.u. The LUMO energy is -3.8 eV. For the largest force on an atom, the calculation gives 0.0741 hartree/bohr. Its HOMO energy is -14.8 eV.


# 3
The following is a DFT calculation (ωB97M-V/def2-TZVPD) of a cluster of 6 separate species, C27H24F6O9 in total in a non-equilibrium geometry.

Each line ends with the Löwdin charge.
Cartesian coordinates (Å):
O -0.688 1.908 1.295  0.168
C -0.311 0.846 0.955  -0.639
O -0.233 0.399 -0.259  0.081
C 0.074 -1.025 -0.304  0.012
C 0.475 -1.215 1.190  -0.233
F 1.880 -1.299 1.342  0.026
O -0.041 -0.117 1.889  0.128
H -0.793 -1.559 -0.612  0.091
H 0.837 -1.247 -1.025  0.119
H 0.070 -2.097 1.657  0.150
O -0.101 -4.136 -1.028  0.212
C -1.024 -4.429 -0.377  -0.540
O -1.572 -5.700 -0.466  0.074
C -2.595 -5.792 0.488  -0.068
C -2.516 -4.430 1.181  -0.372
F -1.964 -4.516 2.358  0.126
O -1.823 -3.579 0.303  0.128
H -3.571 -5.699 0.056  0.125
H -2.444 -6.696 1.119  0.160
H -3.538 -4.042 1.308  0.173
O 2.465 1.777 0.753  0.200
C 3.124 1.294 -0.098  -0.457
O 4.415 0.838 0.002  0.083
C 4.800 0.279 -1.271  -0.046
C 3.532 0.111 -2.046  -0.332
F 3.207 -1.219 -2.086  0.057
O 2.586 0.822 -1.323  0.071
H 5.521 0.855 -1.808  0.129
H 5.236 -0.698 -1.029  0.150
H 3.654 0.412 -3.074  0.166
F 1.931 -1.872 7.745  0.069
C 2.063 -1.138 6.650  -0.274
C 0.945 -0.266 6.360  -0.024
C 0.934 0.608 5.290  -0.077
C 2.059 0.592 4.425  -0.080
C 3.182 -0.225 4.724  -0.083
C 3.192 -1.053 5.839  -0.035
H 0.098 -0.451 6.985  0.098
H 0.001 1.173 5.100  0.117
H 2.086 1.155 3.499  0.086
H 4.028 -0.143 4.023  0.110
H 4.111 -1.530 6.075  0.098
F 0.512 1.891 -5.218  0.030
C 0.126 2.793 -4.263  -0.290
C 0.749 2.711 -3.060  -0.007
C 0.433 3.686 -2.108  -0.065
C -0.529 4.626 -2.407  -0.100
C -1.161 4.675 -3.653  -0.072
C -0.850 3.693 -4.599  -0.022
H 1.477 1.895 -2.864  0.110
H 0.963 3.715 -1.134  0.120
H -0.785 5.305 -1.580  0.111
H -1.825 5.449 -3.918  0.089
H -1.279 3.669 -5.586  0.116
F -3.310 -1.129 -0.319  0.082
C -3.310 -0.204 -1.239  -0.332
C -3.238 -0.555 -2.574  -0.024
C -3.456 0.411 -3.506  -0.079
C -3.626 1.703 -3.042  -0.106
C -3.552 2.100 -1.714  -0.055
C -3.369 1.105 -0.754  0.007
H -3.124 -1.608 -2.826  0.122
H -3.540 0.261 -4.564  0.107
H -3.729 2.486 -3.730  0.079
H -3.709 3.130 -1.469  0.103
H -3.160 1.296 0.322  0.130

The total charge is 0. The calculation puts the total energy at -2319.60577 a.u. The LUMO energy is 0.5 eV. For the largest force on an atom, the calculation gives 0.0750 hartree/bohr. Its SMILES is O=C1OC[C@@H](F)O1.O=C1OC[C@@H](F)O1.O=C1OC[C@@H](F)O1.Fc1ccccc1.Fc1ccccc1.Fc1ccccc1. Its HOMO energy is -8.6 eV.


# 4
The following is a DFT calculation (ωB97M-V/def2-TZVPD) of the molecule C17H24N6O3 in a non-equilibrium geometry.

Each line ends with the Löwdin charge.
Cartesian coordinates (Å):
H 1.272 -1.409 -0.686  0.094
N 1.099 -2.507 -0.339  0.109
C 1.984 -3.361 -0.719  -0.563
N 1.868 -4.677 -0.282  0.078
N 3.000 -3.211 -1.717  0.007
C 3.668 -1.970 -1.722  -0.266
C 3.049 -0.962 -2.695  -0.211
C 3.629 0.413 -2.628  -0.168
C 3.189 1.286 -1.476  -0.266
N 3.742 1.009 -0.118  0.048
C 1.565 1.119 -1.333  -0.413
O 1.028 0.107 -1.466  0.048
N 0.912 2.149 -0.695  0.101
C -0.499 2.045 -0.334  -0.199
C -0.721 1.599 1.130  -0.097
C -2.052 1.075 1.392  -0.203
C -3.060 1.857 1.855  -0.067
N -4.090 1.064 2.286  0.074
C -3.672 -0.291 2.183  -0.209
C -4.321 -1.467 2.485  -0.038
C -3.614 -2.669 2.410  -0.100
C -2.301 -2.635 1.945  -0.090
C -1.642 -1.456 1.645  0.003
C -2.380 -0.273 1.740  -0.146
C -1.117 3.483 -0.523  -0.383
O -0.435 4.435 -0.196  0.087
O -2.432 3.588 -1.052  0.078
H 2.506 -5.451 -0.168  0.078
H 1.122 -4.666 0.478  0.113
H 3.697 -3.970 -1.660  0.125
H 3.816 -1.526 -0.633  0.146
H 4.708 -2.087 -1.998  0.106
H 1.997 -0.843 -2.521  0.062
H 3.083 -1.438 -3.733  0.143
H 3.383 0.918 -3.561  0.124
H 4.693 0.244 -2.562  0.107
H 3.145 2.369 -1.633  0.123
H 4.761 1.091 -0.207  0.079
H 3.525 1.798 0.505  0.076
H 1.209 3.060 -0.329  0.141
H -0.995 1.339 -1.087  0.181
H -0.427 2.426 1.802  0.135
H 0.028 0.826 1.361  0.130
H -3.025 2.981 2.106  0.162
H -5.014 1.421 2.580  0.163
H -5.378 -1.626 2.840  0.121
H -4.254 -3.523 2.592  0.096
H -1.857 -3.612 1.864  0.093
H -0.658 -1.470 1.234  0.072
H -2.578 4.551 -0.967  0.118

The total charge is 0. The calculation puts the total energy at -1216.39935 a.u. The LUMO energy is 0.6 eV. For the largest force on an atom, the calculation gives 0.1357 hartree/bohr. Its SMILES is [H]/N=C(/N)NCCC[C@H](N)C(=O)N[C@@H](Cc1c[nH]c2ccccc12)C(=O)O. Its HOMO energy is -7.7 eV.


# 5
The following is a DFT calculation (ωB97M-V/def2-TZVPD) of a structure of composition C15H32I2NO24PS6 in a non-equilibrium geometry.

Each line ends with the Löwdin charge.
Cartesian coordinates (Å):
C -0.852 2.167 0.067  -0.176
C -0.653 2.752 1.474  -0.812
I -2.195 4.208 1.790  1.036
C 0.819 3.277 1.638  -0.967
I 0.903 5.306 2.308  0.879
P 1.842 2.256 2.780  0.768
N 0.759 1.724 3.990  -0.217
H 0.092 1.822 -0.367  0.062
H -1.573 1.350 0.090  0.060
H -1.225 2.951 -0.593  0.047
H -0.813 2.003 2.247  0.023
H 1.277 3.279 0.650  0.015
H 2.095 1.081 2.030  -0.083
H 1.104 1.976 4.904  0.021
H 0.563 0.731 3.938  0.012
C 2.246 -2.505 -0.218  -0.160
C 2.091 -1.002 -0.206  -0.160
O 0.827 -0.787 0.440  -0.210
S 0.580 -1.921 1.534  0.582
O 0.960 -1.428 2.810  -0.229
O -0.688 -2.504 1.305  -0.215
O 1.715 -2.940 1.041  -0.184
H 1.655 -2.958 -1.016  0.123
H 3.283 -2.814 -0.315  0.139
H 2.090 -0.571 -1.203  0.135
H 2.869 -0.525 0.395  0.124
C 0.730 -3.810 -5.119  -0.156
C 1.733 -4.617 -4.326  -0.165
O 3.007 -4.069 -4.713  -0.178
S 2.855 -2.514 -5.028  0.587
O 3.248 -1.774 -3.879  -0.237
O 3.413 -2.255 -6.302  -0.210
O 1.265 -2.473 -5.121  -0.185
H 0.665 -4.150 -6.149  0.115
H -0.260 -3.817 -4.672  0.140
H 1.702 -5.672 -4.530  0.097
H 1.606 -4.452 -3.252  0.125
C -5.299 -0.212 4.035  -0.163
C -5.525 -0.957 2.737  -0.165
O -4.827 -0.180 1.758  -0.180
S -3.533 0.495 2.425  0.596
O -2.392 -0.299 2.150  -0.215
O -3.544 1.888 2.148  -0.400
O -3.949 0.251 3.953  -0.177
H -5.956 0.656 4.119  0.135
H -5.424 -0.846 4.909  0.135
H -6.576 -1.038 2.474  0.134
H -5.079 -1.954 2.766  0.134
C 5.409 4.722 -1.544  -0.165
C 5.481 6.234 -1.500  -0.166
O 4.345 6.621 -0.720  -0.184
S 4.048 5.507 0.394  0.562
O 4.630 5.910 1.618  -0.216
O 2.683 5.140 0.303  -0.437
O 4.960 4.346 -0.237  -0.187
H 4.673 4.378 -2.274  0.134
H 6.371 4.263 -1.756  0.134
H 5.432 6.686 -2.487  0.135
H 6.382 6.576 -0.987  0.134
C -4.088 5.107 7.657  -0.170
C -3.223 6.204 7.072  -0.166
O -2.123 5.509 6.480  -0.183
S -2.611 4.092 5.916  0.586
O -2.876 4.206 4.528  -0.388
O -1.759 3.088 6.437  -0.214
O -4.019 4.046 6.700  -0.192
H -3.684 4.744 8.605  0.132
H -5.119 5.418 7.798  0.133
H -2.866 6.903 7.823  0.134
H -3.747 6.751 6.286  0.134
C -1.620 -8.557 -7.381  -0.153
C -0.599 -9.335 -6.580  -0.155
O 0.661 -8.771 -6.975  -0.177
S 0.480 -7.222 -7.302  0.620
O 0.856 -6.458 -6.160  -0.238
O 1.034 -6.958 -8.574  -0.191
O -1.113 -7.213 -7.393  -0.180
H -1.678 -8.911 -8.412  0.136
H -2.610 -8.580 -6.935  0.137
H -0.618 -10.400 -6.790  0.138
H -0.725 -9.174 -5.507  0.135

The total charge is 0. The calculation puts the total energy at -5776.91828 a.u. The LUMO energy is 0.1 eV. For the largest force on an atom, the calculation gives 0.0313 hartree/bohr. Its HOMO energy is -6.4 eV.


# 6
The following is a DFT calculation (ωB97M-V/def2-TZVPD) of the molecule C5H9N.

Each line ends with the Löwdin charge.
Cartesian coordinates (Å):
C -1.198 0.667 0.765  -0.193
C -1.121 0.680 -0.774  -0.165
C -0.277 -0.462 1.081  -0.124
N 0.707 -0.533 0.182  -0.241
C 1.944 -0.995 0.332  -0.029
C 0.257 0.076 -1.096  -0.119
H -0.829 1.622 1.180  0.104
H -2.216 0.531 1.146  0.103
H -1.916 0.047 -1.174  0.107
H -1.241 1.677 -1.205  0.105
H -0.165 -0.982 2.021  0.107
H 2.272 -1.213 1.340  0.052
H 2.561 -1.205 -0.529  0.047
H 0.210 -0.712 -1.853  0.124
H 1.012 0.800 -1.416  0.121

The total charge is 0. The calculation puts the total energy at -250.58518 a.u. The LUMO energy is 1.1 eV. For the largest force on an atom, the calculation gives 0.0042 hartree/bohr. Its HOMO energy is -6.4 eV.